The following is a quantum chemistry calculation of a single C3H4N2O3 molecule at a distorted geometry, from OMol25.

Summary:
- Molar mass: 116.08 g/mol
- Structure (SMILES): NN1CC(=O)OC1=O
- Highest occupied orbital energy: -0.3759 Eh
- ΔE to the lowest compared entry with this formula, charge and spin: 137.26 kJ/mol
- E_tot: -12297.5728 eV

```
12
Properties=species:S:1:pos:R:3:forces:R:3
O 2.924 0.366 0.037 -1.84 0.74 -0.45
O 0.873 1.535 0.189 4.49 0.32 -0.22
O -1.233 2.088 -0.187 -0.55 0.62 0.66
N -0.545 -0.050 -0.179 1.60 -2.66 -1.42
N -1.614 -0.857 0.125 -0.65 -0.23 2.53
C 1.733 0.398 -0.074 -0.30 -0.04 1.28
C -0.387 1.256 -0.035 -2.41 1.02 -0.79
C 0.748 -0.742 -0.251 -0.32 -0.22 0.13
H 0.798 -1.354 0.695 0.47 -0.03 -1.32
H -1.725 -0.780 1.172 -0.19 -0.39 -1.31
H 0.928 -1.283 -1.237 -0.33 0.36 1.54
H -2.501 -0.578 -0.255 0.02 0.51 -0.63
```
Forces are in eV/Å.



The following is a quantum chemistry calculation of a molecular structure, C30H29N3O12P2Pb at a distorted geometry, from OMol25.

Summary:
- Molar mass: 892.72 g/mol
- Highest occupied orbital energy: -0.0977 Eh
- Net charge: -2
- E_tot: -84457.6438 eV

```
77
Properties=species:S:1:pos:R:3:forces:R:3
Pb 1.177 -1.671 -1.174 -0.09 0.04 0.10
P 3.877 0.720 -2.632 0.10 0.00 0.04
P 1.261 0.438 -4.027 -0.55 0.15 -0.46
O 4.434 0.326 -3.957 0.12 0.09 0.09
O 4.742 1.958 -1.972 -0.03 -0.18 -0.14
O 3.341 -0.478 2.163 0.04 0.00 -0.11
O 1.582 0.829 0.974 0.59 -0.12 -0.30
O 2.241 -0.694 4.122 0.03 0.08 0.03
O 3.623 -0.247 -1.524 -0.03 0.12 0.14
O -1.725 2.540 -2.587 0.56 -0.43 -0.67
O 2.155 0.427 -5.355 -0.32 0.00 0.03
O -0.576 0.134 -1.330 -0.08 0.31 0.00
O 1.179 -4.078 -1.383 -0.06 0.34 -0.10
O 1.290 -0.936 -3.403 0.01 -0.11 0.26
O -0.054 1.082 -4.316 0.10 0.15 0.21
N -1.196 -2.368 -0.950 -0.05 -0.11 -0.08
N 1.633 1.955 -1.699 -1.07 -0.91 0.35
N -2.219 -1.445 -1.092 -0.35 -0.35 0.02
C -0.114 0.008 2.436 -0.07 0.01 0.20
C -2.667 -1.131 2.611 0.01 0.03 -0.01
C -1.812 -0.230 -1.291 0.82 0.28 -0.12
C 0.437 -4.965 -0.832 -0.01 -0.18 0.03
C 2.303 1.602 -2.993 0.19 -0.10 -0.51
C 1.386 4.408 3.040 0.01 0.02 0.03
C 1.296 1.989 3.078 -0.10 0.02 -0.06
C 1.389 3.186 2.377 0.02 0.00 0.00
C -0.886 -4.732 -0.340 0.08 -0.11 0.04
C 1.200 2.041 4.469 -0.06 -0.01 0.04
C 2.552 2.882 -3.792 -0.09 0.09 0.13
C 1.267 0.652 2.345 0.02 -0.09 0.23
C -1.535 -1.924 2.725 0.03 -0.01 -0.02
C -2.925 0.780 -1.390 0.00 0.08 0.15
C -5.026 2.634 -1.137 0.00 0.02 0.01
C -2.524 0.232 2.389 0.00 -0.01 -0.07
C -2.798 2.078 -1.909 -0.16 -0.19 -0.03
C 1.212 3.258 5.132 0.01 0.01 -0.01
C 0.228 -7.282 -0.044 -0.12 0.02 0.00
C -4.155 0.430 -0.822 0.05 0.05 0.08
C 2.404 -0.281 2.967 -0.16 0.06 -0.16
C -5.199 1.328 -0.696 -0.02 -0.01 0.02
C -1.579 -5.769 0.305 0.00 0.06 -0.03
C 0.930 -6.298 -0.692 0.08 0.03 0.03
C -3.841 2.995 -1.745 0.01 0.02 -0.01
C -1.047 -7.026 0.482 0.06 -0.07 0.01
C -1.258 0.791 2.295 0.03 0.00 0.01
C -1.619 -3.499 -0.517 -0.02 0.06 -0.03
C -0.269 -1.359 2.641 -0.01 0.02 -0.10
C 1.302 4.450 4.423 0.01 -0.02 -0.02
H 1.276 2.907 -1.722 0.03 0.02 0.07
H 2.245 1.812 -0.886 -0.06 0.14 -0.02
H 1.460 3.152 1.299 0.00 -0.01 -0.01
H -1.326 1.856 -3.198 0.17 0.32 0.62
H 2.477 0.368 0.945 -0.18 0.05 0.14
H 1.916 -6.490 -1.098 0.01 0.01 0.01
H -3.693 3.991 -2.141 0.01 0.00 0.00
H 1.611 3.273 -4.188 -0.01 0.00 0.02
H -2.683 -3.543 -0.271 0.00 -0.01 -0.01
H 0.659 -8.273 0.056 0.03 0.01 0.00
H 1.154 3.277 6.215 -0.02 -0.01 -0.01
H 3.215 2.674 -4.627 -0.01 -0.02 0.01
H -3.655 -1.571 2.684 0.00 -0.01 -0.02
H -1.630 -2.992 2.886 -0.01 -0.01 -0.02
H 1.136 1.109 5.016 0.02 0.00 -0.02
H -2.578 -5.554 0.674 0.00 0.01 0.00
H -5.817 3.366 -1.016 -0.01 0.00 -0.03
H 0.606 -1.986 2.749 0.02 -0.01 0.06
H 3.030 3.631 -3.157 0.03 0.02 0.00
H -6.130 1.020 -0.236 0.00 -0.01 0.01
H 1.449 5.329 2.472 0.01 -0.01 -0.01
H 0.787 1.340 -1.491 0.22 0.36 -0.18
H -4.242 -0.580 -0.448 -0.02 0.02 0.02
H 3.075 0.210 -5.084 0.24 -0.06 0.02
H -1.599 -7.795 1.005 -0.02 0.00 -0.02
H 5.091 1.614 -1.141 0.02 0.04 0.13
H -3.398 0.863 2.275 0.01 -0.02 -0.03
H -1.157 1.854 2.111 0.00 0.01 0.03
H 1.308 5.400 4.945 -0.01 0.00 0.00
```
Forces are in eV/Å.



no.,frontier orbital gap (eV)
1,10.58
2,6.94